Record 1
{"formula": "HN2O3P", "method": "wB97M-V/def2-TZVPD", "elements": ["N", "N", "O", "O", "O", "P", "H"], "coordinates": [[-1.449980, -0.309959, -0.540967], [1.118631, 0.302632, -0.286907], [1.213173, 0.658893, -1.487961], [-2.415719, -0.950295, -0.168861], [1.980056, -0.256572, 0.336172], [-0.444128, 0.600762, 0.545748], [-0.002034, -0.045462, 1.602777]], "atomic_forces_ev_per_a": [[-1.5, -1.7, -0.3], [0.2, 0.3, -3.4], [-0.4, -0.5, 2.5], [1.5, 1.1, -0.2], [0.5, 0.0, 0.4], [-0.7, 2.7, -1.1], [0.3, -1.8, 2.0]], "lumo_energy_ha": [-0.0581, -0.0579], "total_energy_ha": -676.96606, "largest_force_ev_per_a": 3.44, "e_homo_ev": [-9.992, -9.986], "smiles": "O=NP[N+](=O)[O-]", "relative_energy_kj_mol": 130.25, "orbital_gap_ev": [8.41, 8.41]}

Record 2
{"formula": "C17H34Cl2GaN2O2", "method": "wB97M-V/def2-TZVPD", "elements": ["C", "C", "O", "C", "C", "C", "C", "C", "Ga", "O", "C", "N", "C", "Cl", "C", "C", "Cl", "H", "H", "H", "H", "H", "H", "H", "H", "H", "H", "H", "H", "H", "H", "H", "H", "H", "H", "H", "C", "C", "N", "C", "C", "C", "C", "H", "H", "H", "H", "H", "H", "H", "H", "H", "H", "H", "H", "H", "H", "H"], "coordinates": [[4.766623, 0.957265, 2.744290], [5.532581, 0.008477, 1.824741], [4.705184, -0.629729, 0.871524], [5.246548, -1.852556, 0.386820], [4.483843, -3.118997, 0.813027], [4.067558, -3.199980, 2.299571], [2.831116, -2.317542, 2.659708], [1.710389, -3.087653, 3.414000], [-0.147397, -2.262504, 3.400840], [-0.228370, -0.403208, 3.896315], [0.675019, 0.328937, 3.376842], [1.338271, 0.984963, 2.677333], [-1.016053, -2.688605, 1.595195], [-1.200254, -4.437951, 1.242908], [-1.464757, -1.831890, 0.679885], [-1.389351, -0.324840, 0.895235], [-2.182557, -2.368786, -0.860661], [4.091662, 0.449046, 3.441926], [4.197542, 1.705538, 2.177376], [5.486773, 1.520688, 3.363889], [6.109194, -0.695569, 2.448224], [6.262663, 0.629027, 1.260325], [6.320654, -1.880335, 0.632624], [5.187101, -1.799057, -0.717469], [3.617175, -3.315946, 0.164263], [5.177822, -3.963112, 0.629553], [3.813352, -4.253922, 2.500657], [4.899872, -2.917471, 2.965295], [3.187316, -1.503297, 3.306328], [2.386746, -1.864598, 1.761502], [2.015861, -3.349748, 4.443121], [1.598611, -4.061354, 2.894452], [-1.014236, -3.036903, 4.517709], [-0.370680, 0.015976, 0.656482], [-2.044857, 0.145735, 0.145802], [-1.700259, -0.007472, 1.893091], [-4.972304, 3.866657, -4.999389], [-3.947122, 2.847142, -4.521804], [-3.457686, 3.107354, -3.182205], [-2.280989, 2.321542, -2.833897], [-2.433755, 0.800670, -2.753219], [-4.470306, 3.212239, -2.144971], [-5.409016, 2.019522, -1.934570], [-4.580266, 4.882278, -4.920114], [-5.217891, 3.680290, -6.046807], [-5.902961, 3.808305, -4.432184], [-3.097903, 2.889753, -5.209945], [-4.377310, 1.838720, -4.619852], [-1.880777, 2.687067, -1.884007], [-1.503015, 2.546462, -3.571727], [-2.967353, 0.492985, -1.856685], [-1.447388, 0.335259, -2.706208], [-2.946872, 0.387294, -3.623129], [-5.085229, 4.092274, -2.359326], [-3.980429, 3.449883, -1.197187], [-5.792273, 1.619349, -2.875196], [-6.272781, 2.332107, -1.342049], [-4.927082, 1.210223, -1.388251]], "atomic_forces_ev_per_a": [[0.0, 0.2, 0.1], [0.3, 1.0, 0.1], [-0.1, -0.4, 0.6], [-0.3, 0.2, -0.8], [0.7, -0.3, 0.6], [-0.5, 0.3, -0.3], [-0.1, -0.4, 0.6], [0.4, 0.2, -0.4], [0.1, -2.0, 0.4], [0.9, 0.6, 0.2], [-1.1, -0.2, -1.1], [0.3, 0.1, 0.8], [-0.3, -0.1, -0.5], [0.3, 0.6, 0.4], [0.0, 0.0, 0.6], [-0.1, -0.2, -1.3], [0.2, 0.4, 0.4], [0.0, 0.1, -0.4], [0.0, -0.4, 0.1], [-0.1, -0.2, -0.3], [-0.3, -0.1, -0.3], [0.0, -0.3, 0.3], [-0.3, -0.3, 0.1], [0.1, 0.0, 0.3], [0.1, 0.3, 0.2], [-0.2, 0.3, -0.1], [0.1, 0.3, 0.1], [0.0, -0.2, -0.3], [-0.3, 0.0, -0.4], [0.4, 0.0, 0.1], [0.0, 0.2, -0.3], [-0.3, 0.3, 0.2], [-0.1, 0.4, -0.1], [-0.3, 0.1, 0.4], [0.1, 0.0, 0.4], [0.2, -0.2, -0.1], [-0.1, 0.0, 0.0], [-0.2, 0.0, 0.0], [0.2, 0.1, 0.1], [0.2, -0.1, -0.1], [0.1, 0.0, 0.1], [-0.3, 0.2, 0.0], [-0.1, -0.1, 0.2], [0.0, 0.0, 0.1], [0.0, 0.0, 0.0], [0.0, 0.0, 0.0], [0.1, -0.1, 0.1], [0.0, 0.0, -0.1], [-0.1, 0.0, 0.0], [-0.1, 0.1, -0.1], [-0.1, -0.1, -0.1], [0.0, 0.0, 0.0], [0.0, 0.0, 0.0], [0.0, 0.0, -0.1], [0.2, -0.1, -0.1], [0.0, 0.0, 0.0], [0.0, 0.0, 0.0], [0.0, 0.0, -0.1]], "lumo_energy_ha": 0.0961, "total_energy_ha": -3773.31761, "largest_force_ev_per_a": 2.04, "e_homo_ev": -5.390, "orbital_gap_ev": 8.00, "charge": -1}

Record 3
{"formula": "C5H9NO", "method": "wB97M-V/def2-TZVPD", "elements": ["C", "C", "C", "N", "C", "C", "O", "H", "H", "H", "H", "H", "H", "H", "H", "H"], "coordinates": [[0.091213, 0.874391, -0.660114], [0.851206, 1.816797, 0.167109], [-0.820381, -0.127457, -0.075615], [-1.737816, -0.661795, -1.097113], [0.483053, -1.129383, -0.103910], [0.935320, -1.533184, 1.081391], [-1.309008, 0.247718, 1.075572], [0.033048, 1.066932, -1.732668], [-1.918217, -1.637960, -0.886250], [-2.620521, -0.166505, -0.995297], [0.810097, -1.575498, -1.035944], [0.279961, 2.756069, 0.187798], [0.933487, 1.469402, 1.194768], [1.823761, 2.046578, -0.276202], [0.492886, -1.124227, 1.982529], [1.671909, -2.321880, 1.173944]], "atomic_forces_ev_per_a": [[-0.6, -0.4, 0.3], [0.3, -0.3, 0.0], [-1.0, 2.4, 0.3], [0.4, -0.4, -0.1], [0.3, 0.1, -0.2], [-0.2, 0.2, -0.2], [0.6, -1.1, -0.2], [0.5, -0.6, 0.0], [-0.1, 0.1, 0.0], [0.2, -0.1, 0.2], [0.0, 0.1, 0.0], [-0.1, -0.1, -0.1], [-0.1, 0.0, 0.0], [-0.1, 0.0, 0.1], [0.0, 0.2, 0.0], [0.0, 0.0, -0.1]], "lumo_energy_ha": -0.0438, "total_energy_ha": -325.75805, "largest_force_ev_per_a": 2.61, "e_homo_ev": -8.102, "relative_energy_kj_mol": 471.28, "orbital_gap_ev": 6.91}

Record 4
{"formula": "C17H25FeN3O3PS", "method": "wB97M-V/def2-TZVPD", "elements": ["Fe", "O", "C", "N", "C", "C", "C", "C", "C", "C", "N", "C", "C", "C", "C", "C", "N", "H", "H", "H", "H", "H", "H", "H", "H", "H", "H", "C", "P", "C", "C", "O", "H", "H", "H", "H", "H", "H", "H", "H", "H", "C", "S", "C", "O", "H", "H", "H", "H", "H", "H"], "coordinates": [[0.473137, -0.088734, -0.146537], [1.194866, 2.361266, 3.024882], [0.944793, 1.387790, 2.327911], [0.732199, 1.451332, 0.990958], [0.722991, 2.800752, 0.430080], [0.220603, 2.871886, -0.934162], [-0.118032, 4.060171, -1.521438], [-0.472397, 4.084350, -2.869548], [-0.475322, 2.850604, -3.545797], [-0.411790, 1.699620, -2.764492], [0.041469, 1.679917, -1.499461], [0.863505, -0.067623, 2.696169], [1.045087, -0.523531, 3.983054], [1.100640, -1.855721, 4.286797], [1.070992, -2.819336, 3.231344], [0.751276, -2.275948, 1.963992], [0.627537, -0.938559, 1.696323], [1.700654, 3.276372, 0.497383], [0.169770, 3.451415, 1.087297], [-0.027997, 4.944105, -0.892809], [-0.734216, 5.018378, -3.450036], [-0.491005, 2.795228, -4.611822], [-0.606508, 0.728273, -3.148660], [0.991835, 0.272926, 4.737486], [1.230798, -2.264084, 5.284213], [1.142901, -3.955669, 3.427425], [0.475252, -2.881595, 1.093716], [-3.554606, -2.421643, -0.578943], [-3.020580, -0.744450, -0.086705], [-3.244423, -0.603737, 1.669701], [-4.225342, 0.509236, -0.641047], [-1.511511, -0.637620, -0.463348], [-4.621471, -2.630205, -0.242702], [-2.825161, -3.152074, -0.220025], [-3.470172, -2.370950, -1.655521], [-2.380693, -0.463404, 2.278232], [-3.729201, -1.472727, 2.101206], [-3.963780, 0.144878, 1.971547], [-5.204288, 0.345883, -0.200776], [-4.304829, 0.486125, -1.761302], [-3.844349, 1.463896, -0.297867], [4.349276, -1.981243, -0.446915], [3.359968, -0.828685, -1.429066], [3.627246, -1.399637, -3.137131], [1.825546, -1.174819, -1.120364], [3.650531, -2.861963, -0.267465], [4.584407, -1.441645, 0.423583], [5.267739, -2.170791, -1.032471], [4.636216, -1.139971, -3.365722], [2.856705, -1.027620, -3.790593], [3.579736, -2.490418, -3.080576]], "atomic_forces_ev_per_a": [[-0.6, 0.4, -1.2], [-0.1, -0.8, 1.0], [-0.2, 0.7, -2.4], [0.2, 1.7, 0.1], [0.8, -0.1, 2.0], [-0.2, -1.3, 0.3], [-0.2, 1.2, -0.7], [0.2, 0.3, -0.7], [-0.3, 0.2, 1.2], [1.2, 0.3, -0.1], [-0.9, 0.4, -1.1], [0.1, -1.1, 0.2], [-0.6, 1.5, 1.1], [0.6, -2.3, -0.9], [-0.7, 0.3, -0.1], [-0.4, 0.3, 0.2], [0.8, -1.8, 1.8], [0.5, -0.1, -0.2], [-0.6, 0.4, 0.3], [-0.2, 0.0, -0.4], [0.6, -1.1, 1.0], [-0.6, -0.1, -0.5], [-0.1, -0.6, -0.6], [0.5, -0.5, -0.1], [-0.1, 0.5, 0.1], [-0.1, 2.2, -0.5], [0.4, -0.1, 0.4], [-1.0, 0.9, 0.4], [2.1, -0.7, 0.2], [-1.1, -0.4, 1.2], [0.8, -0.6, -1.7], [-2.8, 0.1, 0.0], [1.4, 0.1, -0.5], [-0.3, 0.1, 0.2], [-0.3, -0.4, -0.4], [1.0, 0.2, 0.0], [0.1, -0.7, -0.2], [0.0, 0.7, -0.3], [0.0, -0.3, 0.1], [0.0, 0.2, 1.0], [0.1, 0.3, -0.1], [-1.4, -1.2, -1.8], [-2.4, 0.5, 0.0], [-0.3, -1.4, 1.7], [2.8, -0.1, -0.8], [1.3, 0.9, -0.2], [0.3, 0.4, 1.3], [-0.5, -0.3, 0.4], [0.6, 0.5, -0.5], [0.0, 0.4, -0.1], [-0.2, 0.0, -0.3]], "lumo_energy_ha": [-0.0807, -0.0840], "total_energy_ha": -3055.88669, "largest_force_ev_per_a": 2.88, "e_homo_ev": [-10.408, -10.211], "spin_multiplicity": 5, "orbital_gap_ev": [8.21, 7.92], "charge": 1}

Record 5
{"formula": "C14H30BBr3N2O5S2Si2", "method": "wB97M-V/def2-TZVPD", "elements": ["C", "C", "Br", "C", "Br", "Si", "O", "Si", "Br", "C", "C", "C", "S", "C", "S", "N", "C", "C", "O", "C", "C", "C", "C", "O", "C", "N", "B", "O", "O", "H", "H", "H", "H", "H", "H", "H", "H", "H", "H", "H", "H", "H", "H", "H", "H", "H", "H", "H", "H", "H", "H", "H", "H", "H", "H", "H", "H", "H", "H"], "coordinates": [[2.523398, -3.602036, 1.481037], [1.846142, -2.239813, 1.562669], [2.930208, -1.103329, 2.718552], [0.374070, -2.435616, 1.992998], [-0.355442, -1.187327, 3.277407], [-0.743007, -2.559807, 0.438010], [-2.021471, -1.505092, 0.411418], [-2.117819, -0.027508, -0.324139], [-1.291176, 1.594015, 0.979002], [-1.138734, 0.043980, -1.915900], [0.360037, 0.384912, -1.773782], [0.838609, 1.498010, -2.709005], [2.622892, 1.335363, -3.081107], [3.233534, 2.902996, -2.390291], [3.195725, 4.253639, -3.256856], [3.778135, 2.863086, -1.079801], [2.897811, 2.263355, -0.075261], [3.460172, 2.675953, 1.271888], [4.848787, 2.387540, 1.392898], [5.372856, 1.602896, 0.344987], [5.074319, 2.151435, -1.060174], [-3.920706, 0.330545, -0.607776], [-4.746960, 0.761204, 0.604303], [-5.174105, -0.445359, 1.240669], [-5.955928, 1.585964, 0.168354], [-6.867564, 1.949448, 1.251484], [-1.491015, -4.453063, 0.321808], [-2.823904, -4.692838, 0.109828], [-0.644554, -5.535134, 0.467842], [3.549082, -3.509599, 1.127332], [1.964579, -4.257909, 0.805631], [2.533765, -4.073604, 2.465064], [1.886541, -1.762561, 0.584352], [0.311198, -3.397306, 2.503639], [0.151614, -2.329227, -0.725625], [-1.648609, 0.830012, -2.489065], [-1.276693, -0.876473, -2.491068], [0.595599, 0.690150, -0.753916], [0.951999, -0.508190, -1.982051], [0.706162, 2.477209, -2.246484], [0.300209, 1.499598, -3.657401], [2.830898, 1.172109, -0.184799], [1.881867, 2.660535, -0.147814], [3.359535, 3.762524, 1.350154], [2.891858, 2.222812, 2.089793], [6.453448, 1.581957, 0.489274], [5.019863, 0.567928, 0.426879], [5.850657, 2.839625, -1.398023], [5.055320, 1.289408, -1.744124], [-3.999208, 1.080755, -1.402392], [-4.360464, -0.599216, -0.987808], [-4.145295, 1.357394, 1.302359], [-5.377698, -0.262390, 2.166436], [-5.614194, 2.495437, -0.335519], [-6.503260, 0.972051, -0.553022], [-7.645234, 1.305996, 1.295480], [-6.413613, 1.930256, 2.156494], [-3.419163, -4.322736, 0.771366], [0.044926, -5.633966, -0.196205]], "atomic_forces_ev_per_a": [[-0.1, 0.0, 0.0], [0.0, -0.2, 0.0], [0.1, 0.1, 0.0], [0.2, -0.1, -0.2], [-0.1, 0.1, 0.0], [-0.4, -0.6, 0.3], [0.7, 0.4, -0.1], [-0.4, -0.3, -0.1], [0.0, 0.1, 0.0], [0.0, 0.3, 0.1], [0.1, -0.2, -0.2], [0.0, 0.1, 0.1], [0.0, 0.0, 0.1], [0.0, 0.1, 0.2], [0.0, 0.0, 0.0], [-0.1, -0.4, -0.2], [-0.1, 0.0, 0.2], [-0.1, 0.2, -0.1], [0.1, 0.1, -0.1], [0.0, -0.1, 0.0], [0.1, 0.1, 0.0], [0.1, 0.1, 0.1], [-0.2, -0.1, -0.1], [0.1, 0.0, 0.3], [-0.1, -0.2, 0.1], [-0.1, -0.1, 0.0], [0.0, 0.1, 0.1], [0.2, -0.5, 0.7], [-0.3, -0.1, -0.7], [-0.1, 0.0, 0.0], [0.0, 0.0, 0.0], [0.0, 0.0, 0.0], [0.1, 0.2, 0.1], [0.0, 0.1, 0.1], [0.0, 0.1, 0.0], [0.1, 0.0, 0.0], [0.0, 0.0, 0.1], [0.1, -0.1, 0.0], [-0.1, 0.0, 0.1], [-0.2, 0.0, -0.1], [0.0, -0.1, 0.0], [0.0, 0.0, 0.0], [0.1, 0.1, -0.1], [0.0, 0.0, 0.1], [0.1, -0.2, 0.0], [0.0, 0.0, 0.0], [-0.1, 0.0, 0.0], [-0.1, 0.0, 0.0], [0.0, 0.1, 0.0], [0.0, 0.0, 0.0], [-0.1, 0.1, -0.1], [0.0, 0.0, 0.0], [0.0, 0.0, -0.2], [0.1, -0.1, 0.0], [0.0, 0.2, -0.1], [0.0, 0.0, 0.1], [0.0, 0.2, 0.0], [-0.1, 0.4, -0.4], [0.2, 0.1, 0.3]], "lumo_energy_ha": -0.0181, "total_energy_ha": -10159.60066, "largest_force_ev_per_a": 0.93, "e_homo_ev": -8.458, "orbital_gap_ev": 7.96}

Record 6
{"formula": "C4H11O5P", "method": "wB97M-V/def2-TZVPD", "elements": ["C", "C", "C", "C", "O", "P", "O", "O", "O", "O", "H", "H", "H", "H", "H", "H", "H", "H", "H", "H", "H"], "coordinates": [[2.341228, -1.066140, 0.354711], [1.443440, -0.432052, -0.775237], [0.468763, 0.692454, -0.234571], [1.252399, 1.816844, 0.567634], [-0.517495, 0.174574, 0.681567], [-1.862575, -0.440321, -0.071058], [-1.765692, -1.921358, -0.306502], [-2.251017, 0.314713, -1.501346], [-3.153812, -0.176976, 1.028388], [-3.978735, -1.308990, 1.105709], [1.791987, -0.987138, 1.325466], [3.298738, -0.482686, 0.408367], [2.596003, -2.131644, 0.130907], [0.776793, -1.237543, -1.179319], [2.096160, -0.062846, -1.598606], [0.056952, 1.205810, -1.133945], [1.695395, 2.579838, -0.108831], [0.475498, 2.289394, 1.228344], [2.021109, 1.397618, 1.253604], [-2.473353, 1.251750, -1.380757], [-4.311786, -1.475302, 0.205477]], "atomic_forces_ev_per_a": [[-0.1, 0.6, -0.4], [-0.7, -0.8, 0.7], [3.1, 1.3, -0.5], [-1.1, -0.4, 0.3], [-2.7, 0.0, -2.0], [-0.2, -3.7, 0.6], [0.0, 2.8, -0.1], [0.6, -0.1, 2.4], [2.2, 1.4, -1.6], [-0.5, -0.7, 0.2], [0.6, -0.3, -0.7], [-0.8, -0.6, 0.2], [-0.3, 0.9, 0.2], [0.6, 0.6, 0.1], [-0.7, 0.0, 0.5], [-0.3, -0.5, 0.8], [-0.3, -0.6, 0.4], [0.8, -0.1, -0.7], [-0.5, 0.2, -0.6], [0.0, -0.1, -0.1], [0.2, 0.2, 0.1]], "lumo_energy_ha": 0.0057, "total_energy_ha": -876.53847, "largest_force_ev_per_a": 3.70, "e_homo_ev": -10.657, "smiles": "CC[C@H](C)O[P@](=O)(O)OO", "relative_energy_kj_mol": 232.76, "orbital_gap_ev": 10.81}